{"formula": "C23H82InN32O21P2S", "method": "ωB97M-V/def2-TZVPD", "homo_energy_ev": -3.954, "total_charge": -1, "homo_lumo_gap_ev": 5.7, "lumo_ev": 1.70, "spin_multiplicity": 1, "molar_mass_g_mol": 1351.95, "symbols": ["C", "C", "C", "C", "O", "In", "C", "O", "C", "C", "O", "P", "S", "P", "O", "O", "H", "H", "H", "H", "H", "H", "H", "H", "H", "H", "H", "H", "H", "H", "H", "H", "H", "H", "C", "O", "N", "N", "H", "H", "H", "H", "C", "O", "N", "N", "H", "H", "H", "H", "C", "O", "N", "N", "H", "H", "H", "H", "C", "O", "N", "N", "H", "H", "H", "H", "C", "O", "N", "N", "H", "H", "H", "H", "C", "O", "N", "N", "H", "H", "H", "H", "C", "O", "N", "N", "H", "H", "H", "H", "C", "O", "N", "N", "H", "H", "H", "H", "C", "O", "N", "N", "H", "H", "H", "H", "C", "O", "N", "N", "H", "H", "H", "H", "C", "O", "N", "N", "H", "H", "H", "H", "C", "O", "N", "N", "H", "H", "H", "H", "C", "O", "N", "N", "H", "H", "H", "H", "C", "O", "N", "N", "H", "H", "H", "H", "C", "O", "N", "N", "H", "H", "H", "H", "C", "O", "N", "N", "H", "H", "H", "H"], "coordinates": [[4.623, -2.251, -0.873], [3.197, -2.733, -1.315], [3.112, -2.976, -2.829], [1.791, -2.562, -3.506], [1.450, -1.184, -3.352], [-0.489, -1.052, -2.582], [-0.664, -2.108, -0.581], [-1.580, -3.239, -0.595], [-2.812, -2.953, -0.246], [-3.877, -3.833, -0.864], [-3.145, -2.123, 0.512], [-1.961, -2.126, -4.381], [-3.816, -1.436, -4.417], [-1.035, 1.432, -2.504], [-0.889, 2.147, -0.985], [-2.545, 1.804, -3.142], [4.892, -2.849, -0.003], [5.320, -2.360, -1.690], [4.551, -1.230, -0.515], [2.953, -3.675, -0.832], [2.501, -1.975, -0.973], [3.926, -2.432, -3.303], [3.163, -4.043, -3.020], [1.866, -2.706, -4.586], [0.956, -3.133, -3.080], [0.324, -2.534, -0.413], [-0.825, -1.410, 0.233], [-4.524, -4.249, -0.105], [-4.418, -3.278, -1.620], [-3.393, -4.678, -1.347], [-1.907, -3.534, -4.192], [-1.403, -1.898, -5.667], [-0.149, 2.735, -1.066], [-2.575, 1.359, -3.992], [8.322, -2.680, -0.243], [7.978, -2.143, -1.281], [8.685, -4.010, -0.195], [8.377, -2.026, 0.950], [8.970, -4.478, 0.641], [8.655, -4.522, -1.054], [8.122, -1.050, 0.959], [8.657, -2.461, 1.806], [-2.101, 3.102, 2.795], [-2.171, 2.829, 3.988], [-2.141, 4.402, 2.347], [-1.990, 2.176, 1.822], [-2.094, 4.656, 1.377], [-2.239, 5.124, 3.035], [-1.972, 1.212, 2.097], [-1.927, 2.407, 0.843], [3.814, 5.627, 5.372], [4.695, 6.472, 5.477], [3.293, 4.959, 6.447], [3.284, 5.286, 4.154], [2.575, 4.259, 6.382], [3.663, 5.183, 7.351], [3.651, 5.759, 3.345], [2.562, 4.599, 4.033], [-7.135, 1.267, -4.834], [-6.170, 1.930, -5.161], [-8.413, 1.786, -4.830], [-7.046, -0.041, -4.444], [-9.225, 1.264, -4.566], [-8.518, 2.741, -5.110], [-6.133, -0.468, -4.429], [-7.837, -0.591, -4.175], [3.710, 7.951, 1.104], [4.529, 7.053, 0.991], [2.830, 8.271, 0.100], [3.599, 8.707, 2.237], [2.149, 9.001, 0.168], [2.884, 7.734, -0.744], [4.233, 8.501, 2.995], [2.932, 9.445, 2.351], [4.706, 1.721, 1.831], [5.332, 1.356, 0.857], [4.748, 2.996, 2.333], [3.898, 0.861, 2.536], [4.235, 3.288, 3.142], [5.324, 3.663, 1.855], [3.842, -0.084, 2.206], [3.372, 1.126, 3.346], [-6.731, -6.250, -0.889], [-6.251, -5.642, -1.821], [-6.173, -7.407, -0.401], [-7.870, -5.834, -0.240], [-6.549, -7.926, 0.367], [-5.342, -7.736, -0.853], [-8.301, -4.993, -0.571], [-8.282, -6.320, 0.531], [-4.041, -5.543, -6.459], [-4.069, -5.917, -5.299], [-4.078, -4.216, -6.807], [-3.965, -6.417, -7.518], [-4.052, -3.894, -7.754], [-4.132, -3.534, -6.066], [-3.931, -7.413, -7.312], [-3.941, -6.117, -8.472], [-2.935, -10.085, -7.268], [-3.346, -9.067, -6.740], [-2.179, -11.002, -6.592], [-3.194, -10.395, -8.579], [-1.828, -11.845, -7.001], [-1.971, -10.803, -5.632], [-3.745, -9.744, -9.103], [-2.865, -11.225, -9.030], [1.247, -6.291, -0.984], [1.762, -5.612, -1.852], [1.666, -7.572, -0.705], [0.210, -5.837, -0.214], [1.258, -8.148, 0.004], [2.423, -7.933, -1.250], [-0.125, -4.904, -0.392], [-0.226, -6.379, 0.504], [-6.063, 0.873, 1.971], [-6.675, 1.499, 2.841], [-5.302, -0.225, 2.232], [-6.108, 1.235, 0.656], [-4.802, -0.744, 1.526], [-5.241, -0.527, 3.185], [-6.658, 2.036, 0.419], [-5.622, 0.745, -0.073], [-1.977, 3.397, 7.836], [-1.355, 4.421, 7.573], [-2.152, 2.394, 6.928], [-2.547, 3.183, 9.063], [-2.657, 1.550, 7.118], [-1.750, 2.522, 6.016], [-2.439, 3.903, 9.749], [-3.064, 2.359, 9.299], [1.749, 2.142, -5.832], [1.589, 1.483, -6.852], [1.698, 3.519, -5.840], [1.986, 1.584, -4.618], [1.823, 4.082, -5.022], [1.523, 3.965, -6.717], [2.027, 0.573, -4.566], [2.116, 2.114, -3.780], [9.871, 1.624, 0.669], [9.048, 0.811, 1.040], [10.267, 2.680, 1.449], [10.465, 1.549, -0.562], [10.941, 3.362, 1.163], [9.846, 2.763, 2.354], [10.191, 0.788, -1.155], [11.143, 2.206, -0.894], [5.222, 9.904, 6.167], [5.783, 9.504, 5.163], [5.296, 11.212, 6.591], [4.470, 9.072, 6.945], [4.841, 11.557, 7.412], [5.841, 11.842, 6.036], [4.399, 8.111, 6.633], [3.992, 9.361, 7.775], [-6.595, 2.689, 6.774], [-6.450, 2.980, 7.957], [-5.608, 2.832, 5.849], [-7.769, 2.189, 6.275], [-5.720, 2.593, 4.875], [-4.727, 3.194, 6.164], [-8.525, 2.066, 6.919], [-7.901, 1.944, 5.309]], "atomic_forces_ev_per_a": [[-1.592, -0.601, 0.418], [0.786, 0.082, -0.198], [-1.045, 0.539, -0.010], [-0.009, 1.061, 0.378], [-0.304, 0.270, 0.522], [-0.147, 0.076, 0.838], [1.296, 0.069, -0.702], [0.716, 0.419, -0.446], [-1.600, -2.886, -1.562], [1.335, -0.892, -0.251], [-0.397, 3.403, 2.486], [0.412, 0.046, 0.084], [-0.534, 0.055, 0.045], [1.494, 0.894, -1.744], [-1.469, -0.832, 0.400], [0.299, 0.114, 1.522], [0.573, -0.065, -0.065], [0.444, 0.077, 0.132], [0.362, 0.293, -0.277], [-0.122, 0.002, 0.217], [-0.404, 0.076, -0.182], [0.090, -0.078, -0.306], [0.513, -0.148, -0.108], [-0.011, -0.628, -0.065], [0.269, -0.758, -0.232], [0.049, -0.204, 0.047], [-0.498, -0.105, 0.119], [-0.333, 0.300, 0.181], [-0.214, 0.129, -0.045], [-0.116, -0.090, -0.310], [0.015, 0.169, -0.432], [0.129, -0.476, 0.275], [0.329, 0.435, -0.167], [-0.358, -0.260, -0.376], [-0.075, 0.045, 0.141], [0.220, -0.141, 0.022], [0.037, 0.029, -0.094], [-0.218, 0.040, -0.146], [-0.022, 0.024, 0.070], [-0.044, -0.010, -0.071], [0.186, 0.054, -0.035], [0.017, -0.074, 0.000], [-0.133, 0.322, -0.299], [0.071, -0.020, 0.166], [0.076, -0.032, 0.199], [-0.031, -0.112, 0.002], [-0.037, -0.124, 0.040], [-0.008, -0.022, 0.040], [-0.017, -0.038, -0.040], [0.142, -0.181, -0.097], [-0.162, -0.141, -0.231], [-0.345, -0.148, 0.185], [0.087, 0.029, -0.109], [0.243, -0.019, 0.182], [-0.017, 0.155, -0.045], [0.031, -0.001, 0.020], [-0.004, 0.037, -0.075], [-0.106, 0.147, 0.072], [0.057, -0.222, 0.054], [-0.179, 0.057, -0.011], [0.034, 0.010, 0.000], [0.086, 0.155, -0.034], [0.001, -0.065, 0.020], [0.034, 0.068, -0.023], [0.024, 0.039, -0.014], [-0.052, 0.000, -0.004], [-0.093, 0.189, 0.105], [-0.166, -0.056, 0.062], [0.120, -0.084, 0.038], [0.188, -0.282, 0.053], [-0.006, 0.041, 0.051], [0.022, -0.052, -0.046], [0.039, 0.122, 0.021], [-0.036, 0.029, -0.029], [-0.019, -0.179, 0.127], [-0.031, 0.204, 0.033], [0.062, -0.090, -0.181], [-0.038, -0.023, 0.067], [0.086, 0.035, 0.024], [0.004, 0.058, -0.036], [-0.005, -0.039, -0.067], [0.011, 0.023, -0.035], [-0.005, -0.009, -0.038], [-0.119, 0.000, 0.091], [-0.011, 0.020, 0.043], [0.059, -0.073, -0.008], [-0.046, 0.014, 0.033], [0.028, 0.025, -0.081], [0.010, 0.070, -0.043], [0.020, -0.037, 0.030], [0.030, 0.119, -0.186], [0.030, 0.043, -0.165], [-0.004, -0.120, 0.242], [-0.159, -0.342, 0.149], [0.021, -0.024, -0.055], [-0.043, 0.105, 0.052], [0.124, 0.432, 0.046], [0.005, 0.172, 0.013], [0.044, -0.059, -0.042], [0.040, -0.428, -0.083], [-0.074, 0.053, 0.014], [-0.004, 0.053, 0.123], [0.004, -0.014, -0.061], [0.011, 0.064, 0.044], [-0.042, 0.044, -0.028], [0.042, -0.035, 0.015], [-0.243, 0.096, 0.135], [-0.014, -0.261, 0.056], [0.022, 0.053, -0.037], [0.232, 0.061, -0.136], [-0.053, 0.025, 0.040], [0.051, 0.012, -0.056], [-0.135, -0.028, -0.039], [-0.002, -0.056, 0.016], [0.028, 0.012, -0.117], [0.219, -0.162, -0.025], [-0.061, 0.018, -0.002], [-0.103, 0.010, 0.136], [0.050, 0.029, 0.034], [0.013, 0.013, 0.076], [-0.007, 0.071, -0.022], [0.066, -0.009, 0.025], [0.035, -0.008, -0.159], [-0.099, -0.265, 0.177], [0.222, 0.170, 0.158], [0.201, 0.026, 0.044], [-0.084, 0.025, 0.073], [-0.199, 0.067, -0.299], [-0.044, 0.085, 0.010], [-0.128, 0.009, -0.089], [0.015, -0.181, 0.257], [0.012, 0.271, 0.087], [0.044, -0.004, -0.157], [0.283, -0.299, -0.528], [-0.037, -0.058, 0.083], [-0.042, 0.001, -0.070], [-0.149, 0.004, 0.279], [-0.149, 0.021, 0.037], [0.064, 0.103, -0.218], [0.020, 0.071, 0.245], [0.010, -0.134, 0.017], [0.005, -0.091, 0.084], [0.004, 0.024, -0.068], [-0.077, 0.012, 0.027], [-0.097, -0.021, -0.009], [-0.003, 0.072, 0.015], [-0.186, -0.249, 0.145], [0.061, 0.394, -0.159], [0.040, -0.091, -0.089], [-0.035, -0.094, -0.024], [-0.036, -0.046, 0.045], [0.053, 0.017, -0.050], [0.134, 0.008, -0.077], [0.008, 0.110, 0.008], [0.069, 0.018, -0.129], [-0.080, -0.129, -0.160], [0.098, 0.011, -0.028], [-0.085, -0.022, 0.034], [-0.066, -0.062, 0.034], [0.075, 0.001, -0.033], [-0.030, 0.012, 0.072], [0.161, 0.020, -0.032]], "lowdin_charge": [-0.084, -0.238, -0.188, -0.349, -0.407, 0.515, -0.203, -0.103, -0.617, 0.021, 0.103, 0.188, 0.025, 0.685, -0.413, -0.410, 0.058, 0.050, 0.055, 0.078, 0.079, 0.104, 0.087, 0.109, 0.069, 0.028, 0.040, 0.072, 0.076, 0.084, -0.077, -0.077, 0.000, -0.013, -0.683, 0.018, 0.134, 0.159, 0.077, 0.091, 0.069, 0.087, -0.670, -0.007, 0.150, 0.178, 0.092, 0.097, 0.107, 0.062, -0.648, 0.013, 0.160, 0.158, 0.099, 0.100, 0.089, 0.098, -0.683, 0.028, 0.130, 0.153, 0.079, 0.090, -0.016, 0.087, -0.685, 0.014, 0.143, 0.160, 0.086, 0.098, 0.093, 0.090, -0.681, 0.038, 0.155, 0.143, 0.051, 0.103, 0.095, 0.082, -0.682, 0.046, 0.144, 0.142, 0.082, 0.101, 0.097, 0.082, -0.681, 0.019, 0.144, 0.134, 0.083, 0.004, 0.042, 0.076, -0.649, 0.035, 0.152, 0.151, 0.089, 0.105, 0.100, 0.088, -0.655, 0.041, 0.140, 0.173, 0.081, 0.094, 0.075, 0.090, -0.672, -0.020, 0.169, 0.162, 0.073, 0.101, 0.099, 0.102, -0.687, -0.002, 0.156, 0.148, 0.094, 0.056, 0.095, 0.089, -0.689, 0.001, 0.132, 0.155, 0.078, 0.086, 0.075, 0.079, -0.661, 0.030, 0.147, 0.155, 0.086, 0.099, 0.106, 0.087, -0.683, 0.022, 0.137, 0.153, 0.082, 0.093, 0.060, 0.087, -0.691, -0.010, 0.168, 0.147, 0.075, 0.083, 0.091, 0.081]}